C18H39NO2 | ωB97M-V/def2-TZVPD

Calculated values
Orbital gap   9.94 eV
HOMO   -9.19 eV
E_LUMO   0.756 eV
SMILES   CCCCCCCCCCCCCCC[C@@H](O)[C@@H](N)CO
Energy above the lowest of the compared OMol25 structures with the same formula, charge and spin   0.2278 eV

The geometry in ORCA input format:
```
! wB97M-V def2-TZVPD RIJCOSX def2/J DEFGRID3
* xyz 0 1
C 5.17 4.38 0.64
C 4.45 3.36 -0.24
C 5.18 2.01 -0.26
C 4.47 0.99 -1.14
C 5.22 -0.33 -1.28
C 5.45 -1.09 0.03
C 4.17 -1.43 0.80
C 3.24 -2.37 0.04
C 2.05 -2.84 0.87
C 1.09 -1.74 1.31
C 0.46 -0.93 0.18
C -0.33 -1.76 -0.84
C -1.50 -2.56 -0.25
C -2.56 -1.73 0.47
C -3.32 -0.79 -0.47
H -3.82 -1.36 -1.25
H -2.62 -0.10 -0.96
C -4.37 0.03 0.27
O -3.76 0.91 1.20
H -3.08 1.41 0.74
H -4.99 -0.63 0.88
C -5.27 0.80 -0.72
N -5.85 -0.15 -1.66
H -6.41 0.34 -2.35
H -6.47 -0.79 -1.16
C -6.35 1.62 0.04
O -5.82 2.69 0.77
H -5.14 2.32 1.35
H -6.91 0.93 0.69
H -7.04 2.05 -0.68
H -4.65 1.50 -1.29
H -2.11 -1.15 1.27
H -3.28 -2.41 0.93
H -1.98 -3.12 -1.06
H -1.10 -3.29 0.46
H 0.34 -2.46 -1.33
H -0.72 -1.09 -1.61
H -0.19 -0.18 0.62
H 1.24 -0.40 -0.37
H 1.62 -1.04 1.97
H 0.30 -2.19 1.91
H 1.50 -3.59 0.30
H 2.43 -3.34 1.77
H 2.88 -1.87 -0.86
H 3.81 -3.24 -0.28
H 3.65 -0.51 1.06
H 4.46 -1.92 1.74
H 6.10 -0.50 0.68
H 5.98 -2.02 -0.20
H 6.20 -0.12 -1.72
H 4.68 -0.97 -1.97
H 4.34 1.42 -2.13
H 3.47 0.81 -0.73
H 6.20 2.16 -0.63
H 5.26 1.64 0.76
H 4.38 3.74 -1.26
H 3.44 3.21 0.14
H 5.24 4.02 1.66
H 6.18 4.55 0.27
H 4.64 5.32 0.64
*
```

---

C18H39O5S2 | ωB97M-V/def2-TZVPD

Calculated values
Orbital gap   6.65 eV
HOMO   -10.86 eV
E_LUMO   -4.208 eV

The geometry in ORCA input format:
```
! wB97M-V def2-TZVPD RIJCOSX def2/J DEFGRID3
* xyz 1 1
C 2.50 0.79 0.09
C 1.87 1.93 0.91
C 0.81 2.67 0.08
C -0.52 1.89 0.04
C -1.77 2.76 0.26
C -2.71 2.05 1.21
C -4.08 2.68 1.41
S -5.06 3.00 -0.09
C -6.78 2.44 0.38
O -6.91 1.08 0.22
C -7.09 0.35 1.44
S -4.63 1.73 -1.75
C -4.28 0.04 -1.33
O -5.88 1.74 -2.44
O -3.58 2.28 -2.52
H 3.37 1.13 -0.45
H 1.81 0.33 -0.60
H 2.84 0.02 0.77
H 1.40 1.54 1.81
H 2.65 2.64 1.14
H 1.16 2.80 -0.94
H 0.63 3.62 0.57
H -0.62 1.29 -0.86
H -0.49 1.17 0.86
H -2.23 2.98 -0.71
H -1.46 3.71 0.68
H -2.84 0.99 0.99
H -2.24 2.07 2.19
H -4.66 2.08 2.10
H -3.97 3.65 1.89
H -6.92 2.75 1.41
H -7.47 2.95 -0.30
H -8.01 0.63 1.93
H -6.28 0.50 2.15
H -7.11 -0.70 1.19
H -3.40 -0.09 -0.71
H -5.18 -0.42 -0.94
H -4.08 -0.41 -2.30
C 4.35 -2.45 -3.19
C 5.35 -1.36 -3.55
C 4.44 -0.15 -3.72
O 3.34 -0.34 -2.82
C 3.36 -1.68 -2.33
H 4.79 -3.30 -2.67
H 3.86 -2.82 -4.09
H 6.04 -1.20 -2.72
H 5.93 -1.58 -4.45
H 4.05 -0.08 -4.74
H 4.94 0.79 -3.48
H 3.67 -1.66 -1.28
H 2.34 -2.09 -2.38
C 4.06 -3.81 3.23
C 2.90 -4.36 2.41
C 2.29 -3.10 1.83
O 3.37 -2.17 1.67
C 4.53 -2.65 2.35
H 4.85 -4.53 3.43
H 3.69 -3.43 4.19
H 3.28 -5.00 1.61
H 2.19 -4.94 3.00
H 1.56 -2.66 2.51
H 1.81 -3.26 0.86
H 5.25 -2.99 1.61
H 4.98 -1.84 2.93
*
```

---

C18H40AlClO19P | ωB97M-V/def2-TZVPD

Calculated values
Orbital gap   6.58 eV
HOMO   -4.52 eV
E_LUMO   2.061 eV

The geometry in ORCA input format:
```
! wB97M-V def2-TZVPD RIJCOSX def2/J DEFGRID3
* xyz -1 1
C -2.01 1.59 -3.05
O -0.63 1.83 -2.99
C 0.12 0.88 -2.20
Al 0.68 -0.81 -3.13
Cl -0.89 -2.39 -3.09
C 1.32 -0.56 -5.04
P 0.10 -0.22 -6.27
O -1.13 0.59 -5.87
O -0.31 -1.69 -6.91
O 0.86 0.41 -7.61
H -2.56 2.26 -2.38
H -2.26 0.54 -2.82
H -2.34 1.78 -4.08
H 1.02 1.42 -1.88
H -0.45 0.62 -1.29
H 1.93 -1.40 -2.31
H 2.08 0.23 -5.03
H 1.82 -1.49 -5.34
H -1.20 -1.86 -6.60
H 1.24 1.24 -7.34
C 5.92 0.36 0.76
O 5.68 -0.93 1.34
C 4.85 -1.70 0.60
O 4.36 -1.36 -0.43
O 4.69 -2.86 1.24
C 3.84 -3.79 0.56
H 6.58 0.87 1.46
H 6.40 0.25 -0.21
H 4.99 0.91 0.64
H 4.25 -4.04 -0.42
H 2.84 -3.37 0.43
H 3.81 -4.67 1.20
C -4.71 1.70 -1.10
O -4.72 1.85 0.34
C -5.16 0.78 0.98
O -5.55 -0.23 0.46
O -5.13 0.99 2.32
C -5.56 -0.19 3.01
H -4.33 2.64 -1.47
H -4.06 0.88 -1.40
H -5.71 1.52 -1.46
H -4.88 -1.01 2.78
H -6.57 -0.45 2.72
H -5.53 0.02 4.08
C -5.18 6.72 -3.48
O -4.45 6.57 -4.69
C -3.78 5.41 -4.78
O -3.78 4.55 -3.95
O -3.13 5.37 -5.93
C -2.38 4.15 -6.12
H -5.66 7.70 -3.55
H -5.93 5.94 -3.38
H -4.52 6.69 -2.61
H -3.04 3.29 -6.11
H -1.63 4.03 -5.33
H -1.90 4.26 -7.09
C -2.92 -3.48 2.64
O -2.48 -2.64 3.72
C -1.21 -2.82 4.06
O -0.44 -3.58 3.53
O -0.96 -2.15 5.19
C 0.33 -2.45 5.75
H -3.97 -3.26 2.50
H -2.37 -3.28 1.73
H -2.80 -4.53 2.92
H 1.15 -2.09 5.12
H 0.41 -3.52 5.89
H 0.37 -1.94 6.71
C 4.12 -1.68 4.33
O 4.41 -1.23 5.66
C 5.55 -1.68 6.17
O 6.33 -2.42 5.65
O 5.68 -1.16 7.40
C 6.87 -1.57 8.08
H 3.17 -1.24 4.05
H 4.89 -1.38 3.63
H 4.02 -2.77 4.32
H 7.76 -1.26 7.52
H 6.89 -2.65 8.20
H 6.84 -1.08 9.05
*
```

---

C18H40B3Br14NO4 | ωB97M-V/def2-TZVPD

Calculated values
Orbital gap   9.63 eV
HOMO   -9.40 eV
E_LUMO   0.232 eV

The geometry in ORCA input format:
```
! wB97M-V def2-TZVPD RIJCOSX def2/J DEFGRID3
* xyz 0 1
C 6.54 -0.68 -1.02
C 6.72 0.54 -0.10
C 5.45 1.43 0.03
O 4.25 0.77 -0.35
C 3.22 0.90 0.62
B 1.76 0.77 0.01
O 1.37 1.15 -1.27
B 0.06 0.67 -1.45
O -0.23 -0.69 -1.17
B 0.33 -0.96 0.08
N 0.55 -2.28 0.62
O 0.76 0.19 0.82
H 6.66 -0.40 -2.07
H 5.62 -1.23 -0.83
H 7.38 -1.37 -0.81
H 6.96 0.19 0.91
H 7.53 1.20 -0.44
H 5.56 2.32 -0.62
H 5.42 1.82 1.05
H 3.26 1.85 1.17
H 3.33 0.07 1.34
H -0.85 1.34 -1.80
H 1.18 -2.75 -0.03
H 1.13 -2.15 1.45
Br 10.03 -1.00 -2.97
C 9.93 0.84 -3.60
C 10.62 1.79 -2.64
Br 9.53 2.13 -1.06
H 8.88 1.08 -3.74
H 10.44 0.84 -4.56
H 10.76 2.76 -3.11
H 11.57 1.41 -2.29
Br -3.25 0.98 -1.06
C -4.56 2.41 -1.26
C -4.01 3.54 -2.10
Br -2.76 4.63 -1.08
H -4.84 2.72 -0.26
H -5.41 1.95 -1.76
H -4.82 4.22 -2.39
H -3.49 3.20 -2.98
Br -1.01 -4.48 -1.82
C -2.00 -2.97 -2.54
C -3.30 -3.40 -3.17
Br -3.01 -4.22 -4.92
H -1.34 -2.46 -3.23
H -2.20 -2.32 -1.68
H -3.94 -2.54 -3.36
H -3.84 -4.13 -2.57
Br 2.65 -4.03 2.54
C 1.49 -5.43 3.25
C 1.53 -6.66 2.39
Br 0.50 -6.42 0.76
H 0.50 -5.00 3.33
H 1.87 -5.64 4.25
H 1.07 -7.50 2.91
H 2.54 -6.94 2.09
Br -7.32 4.71 0.22
C -7.22 3.63 1.83
C -6.31 4.24 2.86
Br -4.44 3.98 2.39
H -6.91 2.63 1.52
H -8.24 3.58 2.21
H -6.44 3.75 3.82
H -6.46 5.31 2.97
Br -2.76 -7.99 3.97
C -3.97 -8.28 2.47
C -3.48 -7.58 1.23
Br -3.80 -5.66 1.30
H -4.95 -7.94 2.78
H -3.99 -9.35 2.32
H -4.03 -7.93 0.35
H -2.41 -7.71 1.06
Br -5.30 9.02 3.34
C -5.22 8.01 1.67
C -4.88 8.89 0.51
Br -6.41 9.95 -0.06
H -6.18 7.51 1.56
H -4.44 7.26 1.83
H -4.62 8.29 -0.36
H -4.07 9.59 0.72
*
```